# C36H102N6O18

12 unconnected molecules or ions with the total composition C36H102N6O18 (wB97M-V/def2-TZVPD, OMol25).

Last column: Löwdin charge in e.
CARTESIAN COORDINATES (ANGSTROEM)
C 4.86152 -4.63361 -4.71238  -0.065
C 5.02016 -4.55129 -3.18932  -0.427
C 3.67938 -4.60077 -2.47361  -0.215
O 2.96365 -3.42665 -2.83873  -0.197
C 1.64866 -3.46900 -2.29487  -0.088
N 5.83013 -5.72562 -2.81155  0.030
H 5.84064 -4.34233 -5.09629  0.076
H 4.13255 -3.90575 -5.07314  0.073
H 4.62871 -5.62107 -5.10825  0.077
H 5.59158 -3.64218 -3.00179  0.132
H 3.76288 -4.65452 -1.38138  0.111
H 3.18046 -5.52697 -2.79236  0.130
H 1.11146 -4.25284 -2.82968  0.098
H 1.15092 -2.51144 -2.46390  0.077
H 1.64520 -3.55600 -1.20285  0.061
H 5.20812 -6.52585 -2.73056  0.068
H 6.19509 -5.57752 -1.87298  0.070
C -1.99421 2.17477 6.80092  -0.065
C -2.88776 0.95324 6.71975  -0.418
C -2.85981 0.41673 5.32911  -0.198
O -3.73732 -0.70237 5.16252  -0.153
C -3.57129 -1.33867 3.93447  -0.142
N -2.35687 -0.06204 7.66282  0.037
H -0.91452 2.01128 6.77855  0.082
H -2.22337 2.59310 7.78270  0.085
H -2.19185 2.86269 5.97916  0.066
H -3.89366 1.19160 7.06890  0.146
H -1.85730 0.00392 5.12980  0.125
H -3.02427 1.13971 4.52387  0.122
H -2.51913 -1.59062 3.74428  0.040
H -3.98803 -0.77318 3.09550  0.093
H -4.06105 -2.31456 3.88745  0.091
H -1.36160 -0.21377 7.51141  0.066
H -2.74247 -0.94269 7.31488  0.062
C -0.33325 0.97517 -2.30383  -0.031
C -0.36806 0.95705 -0.77296  -0.389
C -1.02684 -0.23558 -0.10021  -0.158
O -1.18942 -0.00806 1.28003  -0.319
C -1.68717 -1.14499 1.95518  -0.112
N 0.97158 1.21720 -0.22488  0.080
H 0.29771 1.78643 -2.65531  0.068
H -1.35148 1.20917 -2.62332  0.061
H -0.06900 -0.00236 -2.70932  0.085
H -0.99942 1.81487 -0.49846  0.088
H -0.50051 -1.17767 -0.31635  0.123
H -1.98735 -0.39841 -0.61219  0.141
H -1.40149 -1.06667 3.00467  0.062
H -1.30929 -2.07826 1.52686  0.108
H -2.78224 -1.13689 1.91823  0.064
H 0.94556 1.45382 0.76188  0.045
H 1.25224 2.07478 -0.69562  0.034
C 1.56325 3.69917 3.47604  -0.055
C 0.32977 3.28351 2.69907  -0.408
C -0.80763 2.78986 3.58107  -0.195
O -2.03539 2.64229 2.89388  -0.170
C -2.07295 1.59632 1.96137  -0.109
N -0.10324 4.44281 1.87296  0.071
H 2.03592 2.85426 3.98540  0.076
H 1.29847 4.42588 4.24801  0.085
H 2.34693 4.04539 2.80243  0.083
H 0.60522 2.40415 2.10443  0.095
H -0.97235 3.63784 4.25263  0.124
H -0.53221 1.89461 4.14103  0.126
H -1.40064 1.79508 1.11311  0.085
H -3.06439 1.48763 1.52652  0.131
H -1.71387 0.63796 2.35450  0.047
H -1.12520 4.42833 1.88661  0.090
H 0.11824 5.28167 2.40560  0.095
C -1.37985 3.28841 -5.07385  -0.070
C -0.39508 3.85232 -6.07878  -0.419
C -0.44802 3.05592 -7.38751  -0.234
O 0.59094 3.35890 -8.28430  -0.184
C 0.36107 3.04367 -9.62418  -0.125
N -0.67589 5.27500 -6.27365  0.046
H -2.42044 3.28421 -5.40048  0.084
H -1.39029 3.94116 -4.19585  0.064
H -1.06056 2.33723 -4.64720  0.070
H 0.64523 3.67797 -5.79349  0.142
H -1.44629 3.05411 -7.84908  0.126
H -0.30810 1.98831 -7.14270  0.127
H 0.21614 1.96334 -9.75173  0.088
H 1.21609 3.36267 -10.21672  0.087
H -0.52207 3.54890 -10.03434  0.087
H 0.10057 5.67752 -6.78968  0.071
H -1.49527 5.41864 -6.85364  0.074
C 2.48866 -3.98318 1.64688  -0.039
C 1.39666 -2.94869 1.80771  -0.402
C 0.71204 -2.94136 3.15302  -0.214
O -0.05219 -4.11270 3.27035  -0.200
C -0.66743 -4.28108 4.54007  -0.071
N 1.91127 -1.60719 1.38020  0.078
H 2.68232 -4.18299 0.59426  0.051
H 2.14981 -4.92813 2.08358  0.088
H 3.38278 -3.76664 2.23692  0.090
H 0.64245 -3.23087 1.06085  0.126
H 0.07694 -2.05302 3.26896  0.096
H 1.44396 -2.91172 3.97294  0.141
H -1.10397 -3.31048 4.79448  0.082
H 0.07397 -4.50206 5.31452  0.093
H -1.36693 -5.10791 4.48229  0.084
H 2.42146 -1.77500 0.51285  0.080
H 1.06926 -1.12715 1.05965  0.046
C 2.58727 3.87620 -2.39042  -0.249
C 2.23106 4.02758 -0.91009  -0.240
O 0.83175 4.01159 -0.67865  -0.121
O 3.97498 3.73912 -2.48856  -0.060
H 2.28956 4.77411 -2.93262  0.127
H 2.04882 3.02079 -2.81310  0.101
H 2.64440 4.97389 -0.54470  0.130
H 2.75071 3.24514 -0.34045  0.102
H 0.67922 4.31085 0.24935  0.041
H 4.19467 2.86614 -2.13147  0.056
C -4.94304 -1.81151 -0.28776  -0.250
C -6.28186 -1.95158 0.45264  -0.212
O -7.28513 -1.89484 -0.55897  -0.063
O -4.77309 -2.78836 -1.28926  -0.059
H -4.14233 -1.93951 0.44235  0.085
H -4.79067 -0.82674 -0.74456  0.123
H -6.45148 -1.13486 1.15539  0.120
H -6.23615 -2.94982 0.89715  0.111
H -8.08505 -2.33319 -0.25774  0.092
H -5.50849 -2.66408 -1.90457  0.099
C -3.49718 3.75049 -2.81745  -0.233
C -2.46982 3.21972 -1.81120  -0.277
O -2.21680 4.22139 -0.84917  -0.045
O -4.78245 3.67812 -2.20593  -0.059
H -3.57227 3.02887 -3.63498  0.105
H -3.15696 4.72202 -3.18064  0.123
H -1.51947 2.96118 -2.30420  0.070
H -2.78993 2.26231 -1.37634  0.116
H -1.28071 4.18809 -0.62654  0.042
H -4.70755 3.98252 -1.29451  0.081
C 4.99129 0.34360 2.68966  -0.261
C 4.08260 1.44541 2.19799  -0.234
O 2.69890 1.10583 2.10264  -0.111
O 5.08186 -0.80305 1.89985  -0.045
H 4.66051 0.13123 3.71626  0.121
H 5.99724 0.75141 2.80285  0.125
H 4.40787 1.89675 1.25564  0.115
H 4.18866 2.20490 2.98251  0.108
H 2.56855 0.15579 1.88941  0.034
H 4.28202 -1.32614 1.91407  0.041
C 3.95736 -0.14488 -2.05605  -0.235
C 5.41782 -0.10776 -2.48183  -0.225
O 6.29463 -0.13395 -1.33647  -0.066
O 3.63696 1.05794 -1.39304  -0.093
H 3.79757 -1.06857 -1.49350  0.108
H 3.39609 -0.23556 -2.99320  0.122
H 5.64317 0.79650 -3.05458  0.121
H 5.61570 -1.00683 -3.07613  0.109
H 7.14987 0.00945 -1.75865  0.079
H 2.73734 0.97238 -1.00117  0.046
C -3.15511 -4.48175 1.72090  -0.247
C -4.00216 -5.45618 2.52374  -0.247
O -5.39424 -5.25327 2.33836  -0.046
O -3.29163 -4.70441 0.32325  -0.051
H -2.09711 -4.50705 1.98877  0.103
H -3.42482 -3.44213 1.95931  0.084
H -3.70631 -5.29622 3.57287  0.106
H -3.61720 -6.46910 2.40137  0.125
H -5.59583 -4.53777 2.95002  0.080
H -4.11092 -4.29247 0.01824  0.051

Properties
gap between HOMO and LUMO	9.47	eV
E_tot	-3115.28193	Eh
SMILES string	COC[C@H](C)N.COC[C@H](C)N.COC[C@H](C)N.COC[C@H](C)N.COC[C@H](C)N.COC[C@H](C)N.OCCO.OCCO.OCCO.OCCO.OCCO.OCCO
lowest unoccupied orbital energy	0.27	eV